{"formula": "C2H8NO", "method": "ωB97M-V with the def2-TZVPD basis set", "species": ["O", "N", "C", "C", "H", "H", "H", "H", "H", "H", "H", "H"], "xyz": [[-2.6839, 0.3230, 0.2283], [1.0959, -0.3523, -0.6068], [1.5044, -0.8410, 0.7129], [0.3705, 0.9336, -0.4492], [0.3655, -0.9851, -0.9174], [-2.9243, -0.2454, -0.5200], [0.7168, -0.7029, 1.4673], [1.0104, 1.6757, 0.0294], [0.1214, 1.3001, -1.4347], [1.7201, -1.9059, 0.6388], [2.4215, -0.3456, 1.0126], [-0.5304, 0.7457, 0.1505]], "forces_ev_per_a": [[0.1, -0.2, -0.2], [-0.1, 0.2, 0.3], [-0.3, -0.2, -0.5], [0.3, -0.6, 0.3], [0.1, -0.1, -0.1], [0.0, 0.2, 0.2], [0.1, 0.1, 0.1], [0.2, 0.0, 0.1], [-0.3, 0.2, -0.2], [0.1, -0.1, 0.1], [0.1, 0.2, 0.2], [-0.3, 0.5, -0.3]], "e_homo_ev": -2.29, "fmax_ha_per_bohr": 0.0149, "multiplicity": 1, "charge": -1}

{"formula": "C4H6N2S", "method": "ωB97M-V with the def2-TZVPD basis set", "species": ["S", "N", "N", "C", "C", "C", "C", "H", "H", "H", "H", "H", "H"], "xyz": [[1.9882, -0.8732, -0.9139], [-0.2138, -0.0918, 0.5027], [-0.5874, 0.7464, 1.5776], [0.9755, -0.5935, 0.4939], [-0.6206, 0.1090, -0.7691], [-1.9571, 0.1322, -1.2013], [-1.5939, 1.4230, 1.4485], [1.1968, -0.9211, 1.4935], [-1.8940, 0.1667, -2.5492], [0.4195, 0.0502, -1.4061], [-2.2580, 1.7388, 0.7271], [-1.7314, 2.0655, 2.4466], [-2.7595, -0.1344, -0.4831]], "forces_ev_per_a": [[-0.8, -0.3, 3.0], [-1.5, 1.7, -0.1], [2.4, -3.5, 0.1], [4.3, -2.3, -0.4], [-3.6, 0.8, -4.6], [4.6, -0.5, -2.8], [-1.4, 4.3, 5.1], [1.2, 0.2, 0.4], [-1.2, -0.1, 4.7], [-3.1, 0.8, 0.4], [-1.1, -0.3, -2.2], [0.0, -1.3, -2.1], [0.2, 0.4, -1.2]], "e_homo_ev": -8.39, "fmax_ha_per_bohr": 0.1323, "multiplicity": 1}

{"formula": "C33H57BrNO17P2S4", "method": "ωB97M-V with the def2-TZVPD basis set", "species": ["Br", "S", "S", "S", "S", "P", "P", "O", "O", "O", "O", "O", "O", "O", "O", "O", "O", "O", "O", "O", "O", "O", "O", "O", "N", "C", "C", "C", "C", "C", "C", "C", "C", "C", "C", "C", "C", "C", "C", "C", "C", "C", "C", "C", "C", "C", "C", "C", "C", "C", "C", "C", "C", "C", "C", "C", "C", "C", "H", "H", "H", "H", "H", "H", "H", "H", "H", "H", "H", "H", "H", "H", "H", "H", "H", "H", "H", "H", "H", "H", "H", "H", "H", "H", "H", "H", "H", "H", "H", "H", "H", "H", "H", "H", "H", "H", "H", "H", "H", "H", "H", "H", "H", "H", "H", "H", "H", "H", "H", "H", "H", "H", "H", "H", "H"], "xyz": [[3.1141, 4.3024, -0.5588], [-2.2480, -3.4770, -1.0391], [-1.1392, -6.1301, 3.7448], [-2.5427, 6.8182, -6.2656], [2.2242, -1.3024, -1.6098], [-0.0485, 5.0875, 0.8851], [-0.0275, 3.3028, -0.3534], [-1.4656, 5.3182, 1.5670], [-3.1297, 5.5330, -6.0364], [-2.1643, -3.7546, 0.3663], [0.1188, 6.2695, -0.1701], [-1.6364, 2.3996, 2.5799], [-1.2380, 6.9468, -5.3567], [3.5654, 2.4949, -3.9468], [-1.7860, -4.7536, -1.8507], [2.0563, 3.7526, -5.0372], [-2.2374, 7.2611, -7.5877], [3.7472, 1.8339, 0.5439], [3.3699, -1.7862, 0.8905], [-0.3007, -5.0669, 4.2196], [-1.8219, -6.9876, 4.6610], [1.0344, 5.1281, 1.8806], [-3.4411, -2.9508, -1.6190], [-0.2946, -7.0245, 2.7274], [1.1646, 0.8703, -0.3551], [-4.9291, -0.4561, 2.9900], [-5.2185, -1.0172, 1.7665], [-2.8981, 2.5399, 1.9051], [-3.7404, 1.2859, 1.9026], [2.4590, -0.6901, 1.0032], [2.9865, 1.7088, -2.8704], [-0.2239, 5.9311, -5.4928], [4.2030, -2.7125, 4.3265], [-0.7938, 1.4619, 1.9412], [2.6977, 2.7424, 0.5995], [0.5810, 6.0770, -6.7695], [-0.8899, -2.4392, -1.4666], [1.2428, 2.1405, 0.4486], [-0.8363, 0.1560, 2.7728], [2.3953, 0.0445, -0.3833], [3.5046, -2.6239, 3.1402], [-4.7793, -0.4469, 0.5936], [0.7571, -8.7404, 4.1427], [5.3048, -1.3333, 2.2333], [0.9539, -7.5785, 3.1889], [0.6848, 1.9228, 1.8813], [5.4268, -2.1069, 4.4746], [-4.0482, 0.7213, 0.6817], [-2.4667, -6.0089, -1.6058], [3.7028, 0.8462, -0.4847], [-4.1957, 0.7046, 3.0657], [-3.8513, -6.0474, -2.2199], [-2.2872, -5.4904, 2.5779], [4.0741, -1.9268, 2.1058], [4.1073, 1.3396, -1.8971], [5.9936, -1.4260, 3.4194], [-3.5015, 8.0553, -5.4593], [2.8515, 3.6548, -4.1393], [0.2962, -8.4151, 5.0742], [4.6688, 0.5244, -2.3634], [0.4047, 0.2595, -0.0254], [0.0157, -2.8613, -1.0455], [1.2925, 1.2282, 2.4625], [2.7311, 3.1856, 1.5903], [-4.2845, -7.0410, -2.1078], [1.7170, -9.1985, 4.3826], [5.9329, -2.1893, 5.4284], [0.4310, 6.0496, -4.6304], [-2.7820, -6.3212, 2.0802], [0.8857, 1.1224, -1.3132], [0.4615, 3.7020, -1.6170], [2.5308, 0.8495, -3.3638], [-4.5193, -5.3324, -1.7409], [-1.3355, 5.1002, 2.5060], [2.1814, 2.3173, -2.4337], [6.9624, -0.9586, 3.5382], [4.4630, 0.1165, -0.2064], [-2.7402, 2.9194, 0.8907], [2.5298, -3.0827, 3.0163], [0.2352, 7.0988, 0.3199], [5.7355, -0.7900, 1.3993], [-3.0174, -4.9001, 3.1280], [-0.0377, 5.9003, -7.6482], [-4.9787, -0.8798, -0.3781], [-1.8418, -6.7756, -2.0583], [-1.2110, 1.1822, 0.9626], [3.7322, -3.2593, 5.1348], [-3.9625, 1.1231, 4.0390], [-1.0898, -1.4564, -1.0386], [-5.2904, -0.9727, 3.8711], [-3.4411, 3.3216, 2.4440], [0.1030, -9.4922, 3.7011], [1.4741, -7.9217, 2.2960], [-3.7099, 7.7366, -4.4417], [-2.9491, 8.9912, -5.4730], [0.9843, 7.0867, -6.8537], [-1.8064, -0.3354, 2.7214], [-0.0816, -0.5699, 2.4466], [-4.4273, 8.1596, -6.0210], [4.8060, 2.1744, -1.8516], [0.7494, 2.8857, 2.3981], [-1.7581, -4.8662, 1.8680], [-0.6808, 4.9422, -5.4205], [-2.4996, -6.2085, -0.5335], [1.3994, 5.3615, -6.7833], [2.8375, -0.0471, 1.7967], [1.4688, -1.1221, 1.2039], [3.4137, -1.9330, -1.6329], [1.5641, -6.7934, 3.6398], [-0.8230, -2.3671, -2.5498], [-0.6087, 0.3822, 3.8186], [-3.8086, -5.7939, -3.2790], [-3.6755, 1.2041, -0.2185], [-5.8075, -1.9247, 1.6883], [3.0203, 4.5111, -3.4694]], "forces_ev_per_a": [[0.1, -0.2, 0.1], [0.4, -0.1, -0.4], [-0.2, -0.1, -0.5], [0.1, 0.3, 0.4], [-0.9, 0.3, -1.0], [1.5, 1.8, 0.4], [-1.6, -1.0, -0.6], [0.2, -0.4, -0.4], [0.0, -0.1, -0.2], [-0.4, 0.4, -0.4], [-0.7, -0.6, -0.1], [0.2, 0.5, -0.7], [-0.1, 0.1, 0.1], [-0.3, 0.5, 0.7], [0.2, 0.2, 0.1], [0.7, -0.1, 0.8], [-0.1, -0.2, -0.1], [-0.6, -0.3, -0.1], [0.0, 0.7, 0.4], [0.1, -0.1, 0.2], [0.1, 0.1, 0.3], [-0.1, -0.8, 0.4], [-0.2, 0.1, 0.3], [-0.1, 0.1, -0.1], [0.0, -0.1, -1.3], [-0.3, -0.5, 0.4], [-0.5, -0.8, -0.6], [-0.6, 0.3, 0.5], [0.5, 0.8, -0.5], [0.2, -0.8, -0.6], [0.3, 0.5, -0.6], [0.5, -0.4, -0.2], [-0.8, -0.4, 0.4], [0.2, -2.0, 1.1], [0.3, -0.3, -0.1], [-0.2, 0.1, -0.2], [0.0, -0.1, -0.1], [0.1, 1.9, 0.9], [0.2, 0.0, 0.0], [1.9, -1.6, 1.8], [-0.4, -0.2, -0.2], [0.1, 0.3, -0.3], [-0.2, 0.1, 0.2], [0.4, 0.4, -0.7], [0.5, -0.3, 0.3], [-0.6, 0.3, -0.2], [0.3, -0.2, 0.7], [0.4, 0.0, -0.6], [-0.5, -0.6, 0.0], [0.1, 0.4, -1.0], [0.0, 0.0, 0.7], [-0.1, 0.3, 0.0], [0.1, -0.1, 0.1], [-0.3, -0.1, -0.6], [-0.4, -0.3, -0.2], [0.4, 0.2, 0.3], [0.0, 0.0, 0.1], [-1.0, 0.0, -1.6], [0.0, 0.0, 0.0], [-0.1, 0.0, 0.0], [-0.1, 0.3, 0.3], [0.0, -0.1, 0.0], [0.2, 0.0, -0.2], [0.0, 0.1, -0.1], [0.1, 0.0, 0.0], [0.0, 0.0, -0.1], [0.1, 0.1, -0.1], [-0.2, 0.2, 0.1], [0.0, 0.0, 0.1], [0.2, -0.2, 0.0], [0.5, 0.2, 0.4], [0.0, -0.1, 0.2], [0.0, 0.0, 0.0], [-0.3, 0.0, 0.0], [0.2, -0.1, 0.3], [0.0, 0.0, -0.1], [0.0, 0.1, 0.2], [0.0, -0.2, 0.0], [0.1, 0.0, 0.0], [0.0, 0.1, -0.2], [0.0, -0.1, 0.0], [0.0, 0.0, 0.1], [0.0, 0.0, 0.0], [-0.1, -0.1, 0.1], [0.2, 0.2, 0.0], [0.1, 0.4, -0.1], [0.2, 0.0, 0.1], [0.0, 0.1, -0.1], [-0.2, 0.0, 0.0], [0.1, 0.2, 0.1], [0.2, 0.0, 0.1], [0.1, 0.0, 0.0], [-0.2, 0.1, -0.1], [0.0, 0.0, 0.0], [0.0, 0.0, 0.0], [0.0, 0.0, 0.0], [0.0, 0.1, 0.0], [-0.1, 0.1, -0.1], [0.0, -0.1, 0.0], [-0.1, 0.0, 0.3], [0.1, -0.1, -0.1], [0.0, -0.2, 0.2], [-0.1, 0.1, 0.0], [0.1, 0.2, 0.0], [0.0, 0.0, 0.1], [-0.4, 0.2, 0.0], [0.0, 0.3, 0.2], [0.1, 0.5, 0.6], [-0.1, 0.1, 0.0], [0.0, 0.0, 0.0], [-0.1, 0.0, -0.1], [0.0, -0.1, 0.0], [-0.1, 0.0, 0.0], [0.1, 0.0, 0.2], [0.4, -0.4, 0.2]], "e_homo_ev": -11.61, "fmax_ha_per_bohr": 0.0598, "multiplicity": 1, "charge": 1}

{"formula": "C3H3NO2S2", "method": "ωB97M-V with the def2-TZVPD basis set", "species": ["S", "S", "O", "O", "N", "C", "C", "C", "H", "H", "H"], "xyz": [[3.1161, 0.0367, 0.1133], [0.0731, 2.0074, -0.1514], [-2.9173, -0.7972, -0.0303], [1.3005, -1.7851, -0.4226], [-0.7765, -0.3353, 0.3315], [-2.0375, -0.0478, -0.0114], [1.5201, -0.6328, -0.1043], [0.2431, 0.4420, 0.0600], [2.7193, 1.4012, -0.1354], [-0.7773, -1.3344, 0.6891], [-2.4637, 1.0454, -0.3384]], "forces_ev_per_a": [[-0.3, 1.7, -0.4], [1.2, 1.5, -0.4], [-3.0, -4.5, 0.5], [0.1, 1.7, 1.0], [-1.4, -3.2, 1.6], [-2.2, 6.4, -1.6], [-0.7, 0.5, -0.9], [2.5, -2.0, -0.1], [0.3, -1.8, 0.5], [1.0, 1.4, -1.0], [2.5, -1.7, 0.7]], "e_homo_ev": -9.29, "fmax_ha_per_bohr": 0.1352, "multiplicity": 1}

Table of ΔE to the lowest compared entry with this formula, charge and spin (kJ/mol), in record order: 86.1; 581.0; 0.0; 133.5